# 1
Formula: C2H2OS2
Source: the OMol25 dataset
Level of theory: wB97M-V/def2-TZVPD

Values from the calculation:
energy	-25820.349	eV
multiplicity	1
charge	0
relative energy (zero: lowest compared OMol25 entry of this formula, charge and spin)	78.3	kcal per mole
gap between HOMO and LUMO (alpha / beta)	7.5 / 7.5	eV

Geometry as XYZ:
```
7
Properties=species:S:1:pos:R:3:lowdin_charge:R:1
C 0.1037 -1.7048 -0.0102 -0.0777
C -0.4124 0.7015 -0.0487 -1.1951
O -0.7865 -2.4827 0.0362 0.0560
S -1.9366 1.0417 -0.2742 0.6208
S 1.1434 1.5038 0.2699 0.6136
H 1.1166 -1.9552 -0.0618 0.0544
H 0.7718 2.8956 0.0888 -0.0720
```

***

# 2
Formula: C4H8IN2
Source: the OMol25 dataset
Level of theory: wB97M-V/def2-TZVPD

Values from the calculation:
energy	-15346.323	eV
multiplicity	1
charge	+1
relative energy (zero: lowest compared OMol25 entry of this formula, charge and spin)	133.4	kcal per mole
gap between HOMO and LUMO	8.6	eV

Geometry as XYZ:
```
15
Properties=species:S:1:pos:R:3:lowdin_charge:R:1
C -0.6149 -1.0798 -1.0208 -0.0130
C -1.5799 1.3105 -0.2089 -0.5480
C -0.2507 0.9396 -0.1803 -0.1202
C 0.6675 -1.1670 0.9516 -0.0219
N 0.1007 -0.4482 -0.1336 -0.2544
N 1.7530 1.3028 -0.2388 0.1486
I -3.0927 -0.0453 -0.0828 1.1410
H -0.8668 -2.1215 -0.9494 0.1117
H -0.7891 -0.5198 -1.9149 0.1025
H -1.7392 2.3013 0.1111 0.0363
H -0.0267 -1.8756 1.3624 0.0979
H 1.4218 -1.7977 0.4915 0.1114
H 1.1205 -0.5555 1.8208 0.1456
H 1.8799 2.1890 -0.7230 0.0309
H 2.0168 1.5671 0.7151 0.0314
```

***

# 3
Formula: C29H29ClFN4O8SScSi
Source: the OMol25 dataset
Level of theory: wB97M-V/def2-TZVPD

Values from the calculation:
energy	-107533.564	eV
multiplicity	1
charge	-2
relative energy (zero: lowest compared OMol25 entry of this formula, charge and spin)	34.7	kcal per mole
gap between HOMO and LUMO	6.6	eV

Geometry as XYZ:
```
75
Properties=species:S:1:pos:R:3:lowdin_charge:R:1
Sc 1.1341 0.0518 -0.2114 1.0195
C 0.6465 5.2795 -2.4764 -0.1040
O 0.2832 3.9398 -2.4295 -0.0678
C 0.8567 3.0858 -3.2792 -0.2436
C 1.2505 3.3685 -4.5734 -0.0334
C 2.0070 2.4412 -5.3520 -0.1063
C 2.1195 1.1529 -4.8702 -0.0853
C 1.5944 0.7687 -3.6483 -0.1707
C 1.8997 -0.5386 -3.1851 -0.0293
N 1.3431 -0.9960 -2.0633 -0.0796
N 1.1854 -2.3232 -1.8305 0.0675
C 0.2341 -2.5802 -0.9582 -0.4794
O -0.2411 -1.6608 -0.1851 -0.1397
C -0.1714 -4.0004 -0.8020 -0.1836
C -1.3961 -4.3174 -0.1800 -0.0070
C -2.0202 -5.5734 -0.4999 -0.0853
C -1.3348 -6.5171 -1.3091 -0.1042
C -0.0594 -6.1682 -1.8209 -0.1077
C 0.5282 -4.9734 -1.5202 -0.0815
C 1.0471 1.7488 -2.7821 -0.2918
O 0.5634 1.4544 -1.6388 -0.1129
H -0.2023 5.9126 -2.8670 0.0954
H 1.5876 5.4330 -3.0497 0.0946
H 0.8906 5.5517 -1.4229 0.0967
H 0.9652 4.2948 -5.0457 0.0955
H 2.3872 2.7491 -6.2958 0.0685
H 2.5973 0.4515 -5.5591 0.1052
H 2.5390 -1.1720 -3.7703 0.1211
H -1.9431 -3.7007 0.6054 0.1250
H -2.9562 -5.7318 -0.0487 0.0632
H -1.8167 -7.4441 -1.5100 0.0660
H 0.5581 -6.9833 -2.3007 0.1078
H 1.4982 -4.7907 -1.8924 0.0924
C -3.1100 2.4879 0.7815 -0.1696
Si -2.2903 0.8415 0.4274 0.4423
C -2.5063 0.5352 -1.4084 -0.1892
C -3.0822 -0.6446 1.3098 -0.1824
N -0.5963 1.0330 1.0545 -0.1249
C -0.5971 1.7177 2.2320 -0.3586
C -1.1745 1.1380 3.4093 -0.0885
C -1.4470 1.8991 4.5126 -0.0992
C -0.8220 3.1978 4.6394 -0.1412
C -0.2332 3.7831 3.5797 -0.0729
C -0.1942 3.1107 2.3422 -0.2059
F 0.4635 3.7028 1.3153 0.0457
H -2.4289 3.3049 0.4156 0.0582
H -3.2742 2.3950 1.8490 0.0152
H -4.0218 2.6032 0.2117 0.0095
H -3.5914 0.2002 -1.5498 0.0401
H -1.8291 -0.2161 -1.8414 0.0187
H -2.4509 1.4309 -2.0596 0.0293
H -3.7025 -0.2849 2.1387 0.0105
H -2.3531 -1.3534 1.6998 0.0067
H -3.7614 -1.2409 0.6371 0.0315
H -1.5606 0.1806 3.3650 0.0673
H -2.1160 1.5654 5.2861 0.0807
H -0.8043 3.7042 5.6127 0.0822
H 0.1052 4.8041 3.5563 0.1001
O 2.1156 -1.0032 1.2935 -0.2733
N 1.4066 -1.5889 2.3107 -0.1778
C 1.2488 -0.9274 3.4861 -0.0416
C 0.5438 -1.4840 4.5317 -0.1239
C -0.0273 -2.7313 4.3532 -0.1291
C 0.2449 -3.4831 3.2097 -0.0837
C 1.2593 -2.9708 2.2769 -0.7143
S 2.2938 -3.8801 1.3076 0.6223
H 1.5659 0.1277 3.4854 0.1463
H 0.2988 -0.9052 5.4673 0.1129
H -0.7795 -3.1352 5.0205 0.0899
H -0.3248 -4.3837 3.0892 0.0836
O 3.3351 2.9089 -1.3767 -0.3084
Cl 4.0252 1.6949 -0.9546 0.7792
O 4.3402 0.7802 -2.0684 -0.3300
O 5.2140 1.8888 -0.1699 -0.3269
O 3.0434 0.9840 -0.0061 -0.4355
```

***

# 4
Formula: C7H7F2I
Source: the OMol25 dataset
Level of theory: wB97M-V/def2-TZVPD

Values from the calculation:
energy	-20906.269	eV
multiplicity	1
charge	0
relative energy (zero: lowest compared OMol25 entry of this formula, charge and spin)	0.0	kcal per mole
SMILES	FC(F)[C@]1(I)C=CC=CC1
gap between HOMO and LUMO	8.0	eV

Geometry as XYZ:
```
17
Properties=species:S:1:pos:R:3:lowdin_charge:R:1
C -1.4251 -1.5298 -0.5368 -0.0951
C -0.7608 -0.7939 -1.5321 -0.0631
C -1.1605 -1.2819 0.7539 -0.0571
C 0.2998 0.0315 -1.3046 -0.1189
C -0.3215 -0.0604 1.1309 -0.1724
C 0.7425 0.3345 0.0654 -0.5869
C 1.2305 1.7249 0.3583 -0.4459
F 0.3869 2.4412 1.1835 0.0336
F 1.4696 2.3138 -0.8368 0.0574
I 2.6738 -0.9994 0.3721 0.6856
H -2.0097 -2.3022 -0.7452 0.0635
H -1.0764 -0.9734 -2.5081 0.0929
H -1.6987 -1.7233 1.5208 0.0850
H 0.7531 0.6268 -2.0714 0.1082
H -1.2194 0.7284 0.9829 0.1884
H -0.0414 -0.1858 2.1779 0.1137
H 2.1574 1.6491 0.9895 0.1111
```

***

# 5
Formula: C11H17O2P
Source: the OMol25 dataset
Level of theory: wB97M-V/def2-TZVPD

Values from the calculation:
energy	-25064.188	eV
multiplicity	1
charge	0
relative energy (zero: lowest compared OMol25 entry of this formula, charge and spin)	108.7	kcal per mole
SMILES	CC(C)(C)P(OCO)c1ccccc1
gap between HOMO and LUMO	9.4	eV

Geometry as XYZ:
```
31
Properties=species:S:1:pos:R:3:lowdin_charge:R:1
C 2.8290 -0.9037 -2.5837 -0.0866
C 1.7950 -1.6936 -2.2262 -0.1102
C 3.1317 0.2117 -1.8065 -0.0756
C 0.9228 -1.3714 -1.1882 -0.0836
C 2.4300 0.4682 -0.6668 -0.0814
C 1.2000 -0.2338 -0.3724 -0.3398
C -2.2206 1.5108 1.3027 -0.1068
C -0.4327 2.4845 -0.1748 -0.0715
C -1.7186 0.3812 -0.7078 -0.1193
C -0.6433 -2.1719 2.4063 -0.3177
C -1.0331 1.2004 0.4114 -0.6621
O -1.8009 -1.9343 3.2400 -0.0307
O -0.7240 -1.3434 1.2830 -0.3850
P 0.2686 0.0222 1.1518 1.0686
H 3.3891 -1.2288 -3.4070 0.0901
H 1.6776 -2.6260 -2.8308 0.1211
H 3.9740 0.6921 -1.9687 0.0566
H 0.2157 -2.1837 -1.0542 0.1068
H 2.8509 1.2258 -0.0901 0.0850
H -2.9488 0.7445 1.2020 0.0665
H -1.8641 1.6251 2.3879 0.1012
H -2.5803 2.4627 1.1707 0.0438
H -1.0871 2.7672 -0.9224 0.0597
H 0.5294 2.5123 -0.4472 0.0098
H -0.3883 3.3308 0.6045 0.1162
H -1.1052 0.5360 -1.6828 0.1095
H -1.6768 -0.6488 -0.6503 0.0212
H -2.7981 0.6595 -0.9069 0.1062
H 0.3167 -2.0051 2.7799 0.0688
H -0.7186 -3.2887 1.9175 0.1767
H -1.7902 -1.2018 3.8293 0.0624
```

***

# 6
Formula: C6H14O
Source: the OMol25 dataset
Level of theory: wB97M-V/def2-TZVPD

Values from the calculation:
energy	-8494.988	eV
multiplicity	1
charge	0
relative energy (zero: lowest compared OMol25 entry of this formula, charge and spin)	43.9	kcal per mole
SMILES	C=C(C)CCC.O
gap between HOMO and LUMO	10.0	eV

Geometry as XYZ:
```
21
Properties=species:S:1:pos:R:3:lowdin_charge:R:1
C 1.8536 2.2939 -0.8462 -0.1067
C 1.5142 1.3248 -1.9887 -0.2584
C -0.0019 0.9984 -2.2013 -0.1713
C -0.4877 0.4578 -0.8659 -0.3691
C -1.5517 0.8746 -0.1943 0.0138
C 0.3018 -0.6600 -0.1708 -0.0744
H 2.8057 2.8065 -0.9935 0.0646
H 2.0018 1.6336 0.0352 0.0706
H 1.1134 3.0626 -0.5808 0.0797
H 1.8197 1.8041 -2.9377 0.1020
H 2.0324 0.3853 -1.8482 0.0824
H -0.6198 1.7626 -2.6917 0.1074
H -0.2735 0.2572 -3.0078 0.1236
H -1.9783 0.3340 0.6776 0.0669
H -2.3649 1.5350 -0.4839 0.0545
H 0.1032 -0.5743 0.9154 0.0862
H 0.1456 -1.6340 -0.5922 0.0698
H 1.3910 -0.6660 -0.2646 0.0586
H -2.4861 -4.2876 5.1931 0.0285
H -1.2030 -3.9238 4.2765 0.0270
O -1.5397 -4.3400 5.0677 -0.0554
```